Record 1
This record from OMol25 describes a 8-piece molecular cluster, C35H74F5N9O9S3 overall. The level of theory is ωB97M-V/def2-TZVPD.

## Properties
Orbital gap ... 0.279 Ha
Energy ... -4240.5073 Eh
Net charge ... +4

Each line ends with the Mulliken charge.
Atoms and positions in Å:
C (15.24, 3.66, 16.71)  0.03
F (15.02, 4.97, 16.54)  -0.19
F (14.08, 3.04, 16.98)  -0.04
F (15.60, 3.23, 15.48)  -0.25
S (16.69, 3.38, 17.95)  0.74
O (17.64, 2.46, 17.32)  -0.65
O (17.28, 4.66, 18.23)  -0.01
O (16.01, 2.74, 19.07)  -0.11
C (18.24, 5.47, 15.09)  -0.41
C (18.14, 5.96, 13.67)  -0.98
N (16.99, 6.87, 13.49)  0.17
C (16.99, 8.23, 13.38)  -0.28
C (15.69, 8.62, 13.46)  -0.40
N (14.89, 7.51, 13.54)  0.18
C (15.72, 6.46, 13.51)  -0.36
C (13.44, 7.41, 13.62)  -0.78
H (17.43, 4.78, 15.32)  -0.06
H (18.29, 6.25, 15.85)  0.44
H (19.16, 4.89, 15.27)  0.30
H (17.96, 5.15, 12.96)  0.32
H (19.03, 6.45, 13.26)  0.44
H (17.88, 8.84, 13.35)  0.45
H (15.28, 9.60, 13.27)  0.45
H (15.42, 5.43, 13.59)  0.52
H (13.24, 6.95, 14.59)  0.28
H (13.02, 6.80, 12.83)  0.34
H (13.04, 8.41, 13.50)  0.32
C (7.17, 2.87, 12.82)  -1.37
C (7.28, 1.78, 13.88)  -0.13
N (8.67, 1.53, 14.27)  0.14
C (9.11, 0.35, 14.80)  -0.57
C (10.39, 0.53, 15.22)  -0.22
N (10.76, 1.80, 14.85)  0.25
C (9.67, 2.43, 14.38)  -0.13
C (12.12, 2.35, 14.92)  -0.40
H (7.86, 2.79, 11.98)  0.41
H (7.49, 3.83, 13.25)  0.36
H (6.16, 3.04, 12.46)  0.37
H (6.92, 0.87, 13.40)  0.32
H (6.57, 1.98, 14.68)  0.28
H (8.50, -0.54, 14.81)  0.45
H (11.12, -0.20, 15.52)  0.36
H (9.61, 3.38, 13.88)  0.40
H (12.62, 2.39, 13.95)  0.30
H (12.62, 1.70, 15.63)  -0.27
H (12.07, 3.35, 15.34)  0.44
C (14.03, -3.62, 18.95)  -1.12
C (14.81, -2.74, 17.99)  0.59
O (15.88, -2.89, 17.55)  -0.36
N (14.07, -1.47, 17.51)  0.00
H (13.77, -1.45, 16.53)  0.36
H (13.19, -1.51, 18.03)  0.43
C (14.80, -0.17, 17.84)  -0.80
H (13.19, -4.10, 18.44)  0.38
H (13.68, -2.99, 19.76)  0.38
H (14.73, -4.40, 19.23)  0.34
H (15.80, -0.04, 17.43)  0.52
H (14.70, 0.09, 18.90)  0.28
H (14.05, 0.53, 17.48)  -0.12
C (22.60, 3.67, 20.62)  -0.70
C (22.44, 3.85, 19.14)  0.47
O (22.63, 4.84, 18.54)  -0.37
N (21.81, 2.71, 18.36)  0.03
H (22.29, 2.59, 17.46)  0.42
H (21.98, 1.83, 18.84)  0.44
C (20.29, 2.85, 18.16)  -0.89
H (22.00, 4.37, 21.21)  0.17
H (23.62, 3.68, 21.00)  0.43
H (22.29, 2.65, 20.88)  0.16
H (19.87, 3.12, 19.13)  -0.24
H (19.95, 1.95, 17.66)  0.62
H (20.09, 3.64, 17.44)  0.44
C (14.09, -0.04, 23.40)  -1.36
C (15.42, 0.62, 23.60)  -0.47
C (16.11, 0.97, 22.26)  -0.73
N (17.58, 1.28, 22.40)  0.78
C (17.74, 2.56, 23.20)  -1.05
C (18.36, 0.09, 22.94)  -0.58
C (19.50, -0.12, 21.93)  -1.06
C (19.64, 1.20, 21.17)  0.16
C (18.15, 1.58, 21.01)  -0.20
H (13.37, 0.59, 22.87)  0.23
H (13.57, -0.24, 24.34)  0.42
H (14.19, -0.99, 22.88)  0.35
H (16.07, 0.15, 24.34)  0.53
H (15.27, 1.57, 24.14)  0.36
H (15.62, 1.79, 21.75)  0.18
H (16.08, 0.10, 21.60)  0.45
H (17.26, 2.47, 24.17)  0.44
H (17.38, 3.43, 22.66)  0.21
H (18.81, 2.67, 23.39)  0.49
H (18.76, 0.41, 23.90)  0.32
H (17.71, -0.77, 23.02)  0.43
H (20.48, -0.29, 22.37)  0.44
H (19.23, -0.95, 21.28)  0.37
H (20.20, 1.99, 21.67)  0.12
H (19.96, 0.92, 20.16)  0.19
H (17.87, 2.61, 20.79)  -0.17
H (17.61, 1.00, 20.27)  0.02
C (12.81, 3.32, 20.39)  -1.28
C (13.15, 4.78, 20.11)  1.19
C (13.40, 5.49, 21.41)  -1.53
N (13.17, 7.00, 21.42)  0.50
C (13.80, 7.58, 22.65)  -0.98
C (11.69, 7.35, 21.33)  -0.51
C (11.60, 8.42, 20.30)  -0.67
C (12.61, 7.96, 19.24)  -0.56
C (13.82, 7.64, 20.16)  0.01
H (13.02, 2.62, 19.57)  -0.01
H (11.75, 3.15, 20.55)  0.55
H (13.42, 2.91, 21.20)  0.23
H (12.28, 5.22, 19.61)  0.15
H (13.99, 4.83, 19.42)  -0.43
H (14.38, 5.29, 21.85)  0.59
H (12.68, 5.17, 22.17)  0.41
H (13.32, 7.18, 23.54)  0.38
H (13.58, 8.65, 22.62)  0.44
H (14.87, 7.40, 22.67)  0.28
H (11.28, 7.63, 22.30)  0.35
H (11.13, 6.45, 21.06)  0.29
H (11.91, 9.37, 20.74)  0.32
H (10.59, 8.57, 19.95)  0.43
H (12.91, 8.75, 18.56)  0.47
H (12.22, 7.09, 18.73)  0.15
H (14.31, 8.54, 20.54)  0.50
H (14.51, 6.94, 19.71)  -0.38
N (18.96, 7.07, 21.14)  -0.61
S (19.50, 5.97, 20.20)  0.97
O (19.53, 6.08, 18.75)  -0.49
O (19.40, 4.65, 20.83)  -0.30
F (21.07, 6.25, 20.47)  -0.40
S (17.43, 7.03, 20.52)  1.21
O (16.61, 5.92, 20.97)  -0.51
O (17.18, 7.59, 19.23)  -0.60
F (16.87, 8.18, 21.50)  -0.38

=====

Record 2
This record from OMol25 describes a 5-piece molecular cluster, C35H74N4O5Si overall. The level of theory is ωB97M-V/def2-TZVPD.

## Properties
SMILES string ... C#CC[Si@H](CCCCCCCCCCCCCCCCCC)COC.CN(C)C=O.CN(C)C=O.CN(C)C=O.CN(C)C=O
Orbital gap ... 0.355 Ha
Energy ... -2262.3606 Eh

Each line ends with the Mulliken charge.
Atoms and positions in Å:
C (-4.62, 7.92, 5.77)  -0.24
C (-5.27, 6.89, 5.29)  -0.29
C (-6.04, 5.70, 4.50)  -0.38
Si (-5.42, 5.67, 2.68)  0.14
C (-3.60, 6.37, 2.72)  -0.65
C (-2.95, 6.37, 1.21)  -0.40
C (-1.78, 5.22, 1.11)  -0.41
C (-0.94, 5.44, -0.25)  -0.75
C (-1.71, 5.04, -1.61)  -0.67
C (-2.85, 3.91, -1.45)  -0.26
C (-2.30, 2.42, -1.12)  -0.77
C (-0.74, 2.17, -1.46)  0.31
C (-0.34, 0.76, -0.71)  -0.65
C (0.26, -0.35, -1.73)  0.09
C (1.89, -0.25, -1.69)  -0.72
C (2.48, -1.65, -1.11)  -0.05
C (3.99, -1.49, -0.52)  -0.48
C (3.99, -0.92, 1.02)  -0.67
C (3.27, -2.02, 1.99)  0.00
C (2.04, -1.28, 2.74)  -0.39
C (0.79, -2.24, 3.11)  -0.27
C (1.12, -3.82, 3.13)  -0.60
C (-6.58, 6.90, 1.70)  -0.39
O (-7.99, 6.65, 2.00)  -0.37
C (-8.57, 7.73, 2.79)  -0.63
H (-4.08, 8.87, 6.14)  0.32
H (-7.18, 5.88, 4.56)  0.23
H (-5.82, 4.66, 4.96)  0.34
H (-5.47, 4.31, 2.09)  -0.14
H (-3.62, 7.47, 3.09)  0.31
H (-2.96, 5.79, 3.48)  0.38
H (-2.52, 7.44, 1.04)  0.24
H (-3.72, 6.10, 0.41)  0.11
H (-2.18, 4.16, 1.27)  0.07
H (-1.05, 5.48, 1.99)  0.42
H (-0.71, 6.58, -0.32)  0.44
H (0.11, 4.93, -0.15)  0.28
H (-2.27, 6.01, -1.96)  0.36
H (-1.01, 4.78, -2.50)  0.33
H (-3.46, 3.88, -2.45)  0.42
H (-3.63, 4.17, -0.63)  -0.11
H (-2.90, 1.69, -1.81)  0.24
H (-2.57, 2.15, -0.04)  0.33
H (-0.02, 2.96, -1.02)  -0.06
H (-0.59, 2.05, -2.60)  0.06
H (-1.32, 0.31, -0.27)  0.22
H (0.40, 1.00, 0.15)  0.08
H (-0.03, -1.39, -1.28)  0.11
H (-0.18, -0.33, -2.79)  0.11
H (2.33, -0.07, -2.76)  0.26
H (2.22, 0.63, -1.01)  0.26
H (1.78, -2.14, -0.33)  -0.06
H (2.51, -2.38, -2.02)  0.19
H (4.50, -2.54, -0.59)  0.18
H (4.61, -0.79, -1.22)  0.28
H (5.09, -0.74, 1.30)  0.37
H (3.39, 0.08, 0.99)  0.23
H (2.97, -2.90, 1.31)  -0.29
H (3.98, -2.41, 2.82)  0.44
H (1.61, -0.38, 2.16)  0.04
H (2.46, -0.89, 3.75)  0.32
H (-0.04, -2.03, 2.32)  0.02
H (0.41, -1.92, 4.16)  0.32
H (2.11, -4.03, 3.69)  0.36
H (0.30, -4.47, 3.61)  0.30
H (1.28, -4.24, 2.05)  -0.19
H (-6.36, 6.72, 0.57)  0.26
H (-6.27, 8.00, 1.92)  0.34
H (-9.15, 8.49, 2.13)  0.25
H (-9.34, 7.22, 3.50)  0.22
H (-7.80, 8.29, 3.44)  0.28
C (-4.82, -3.66, 1.32)  -0.95
N (-3.41, -3.95, 1.51)  0.13
C (-2.99, -4.58, 2.75)  -0.78
C (-2.47, -3.66, 0.56)  0.03
O (-1.28, -3.88, 0.67)  -0.54
H (-5.15, -2.98, 2.11)  0.35
H (-5.39, -4.59, 1.37)  0.34
H (-4.99, -3.19, 0.35)  0.29
H (-2.27, -3.93, 3.25)  0.18
H (-2.51, -5.53, 2.53)  0.26
H (-3.85, -4.75, 3.41)  0.39
H (-2.90, -3.19, -0.34)  0.31
C (1.28, -7.19, 0.40)  -0.81
N (2.41, -7.83, 1.04)  0.14
C (2.43, -9.27, 1.16)  -0.98
C (3.46, -7.11, 1.54)  0.24
O (4.44, -7.58, 2.09)  -0.62
H (0.37, -7.44, 0.95)  0.34
H (1.20, -7.56, -0.63)  0.36
H (1.40, -6.11, 0.38)  0.14
H (2.49, -9.55, 2.21)  0.30
H (3.31, -9.66, 0.64)  0.29
H (1.53, -9.70, 0.71)  0.39
H (3.35, -6.02, 1.40)  0.18
C (1.86, 0.16, -7.20)  -0.93
N (0.99, -0.75, -6.50)  0.12
C (1.18, -2.18, -6.67)  -0.91
C (-0.02, -0.32, -5.69)  0.20
O (-0.79, -1.03, -5.08)  -0.63
H (1.78, -0.01, -8.28)  0.35
H (2.89, -0.02, -6.88)  0.34
H (1.60, 1.20, -6.98)  0.30
H (0.27, -2.62, -7.09)  0.30
H (1.38, -2.63, -5.70)  0.25
H (2.02, -2.37, -7.35)  0.39
H (-0.08, 0.78, -5.63)  0.26
C (8.02, -3.14, -1.25)  -0.97
N (7.99, -2.06, -2.21)  0.14
C (9.13, -1.18, -2.31)  -0.96
C (6.91, -1.84, -3.03)  0.06
O (6.82, -0.95, -3.86)  -0.63
H (8.14, -2.73, -0.25)  0.33
H (8.86, -3.80, -1.48)  0.37
H (7.09, -3.72, -1.29)  0.32
H (8.82, -0.15, -2.10)  0.30
H (9.53, -1.22, -3.33)  0.29
H (9.91, -1.47, -1.60)  0.39
H (6.10, -2.57, -2.87)  0.36

=====

Which of these has the highest orbital gap?
C35H74N4O5Si